Entry 1:
ORCA calculation (ωB97M-V/def2-TZVPD) on C10H18F6N2O2 in the gas phase.

SMILES string   O[C@H](CNCCCCNC[C@H](O)C(F)(F)F)C(F)(F)F
Orbital gap   9.84 eV
ΔE to the lowest compared entry with this formula, charge and spin   0.00 kcal/mol
Maximum force   0.8 eV/Å
E_tot   -1251.0642 hartree

Element x y z (Å)
O -0.381049 1.272313 0.895874
C -1.698412 1.728802 0.898915
C -2.720813 0.712282 1.464610
N -2.871456 -0.418156 0.580557
C -1.935059 -1.517708 0.762272
C -1.542874 -2.067102 -0.614673
C -0.142429 -2.677737 -0.679969
C 0.993785 -1.726155 -0.291894
N 0.843280 -0.401299 -0.893981
C 2.101869 0.296468 -1.113235
C 2.708486 0.835224 0.199491
O 2.233252 2.095553 0.556072
C 4.222222 0.983018 0.021401
F 4.552823 1.741364 -1.026721
F 4.800823 -0.218488 -0.185401
F 4.816550 1.503226 1.094199
C -2.103817 2.176232 -0.514278
F -3.412110 2.437931 -0.619315
F -1.459695 3.296570 -0.876955
F -1.807212 1.263058 -1.449968
H -0.223055 0.586209 0.192749
H -1.712893 2.628021 1.528587
H -3.676487 1.229459 1.564709
H -2.369860 0.434372 2.470178
H -3.825984 -0.745543 0.543076
H -1.053516 -1.128512 1.270118
H -2.349251 -2.318533 1.391187
H -2.264720 -2.823945 -0.925621
H -1.619008 -1.242509 -1.323053
H -0.087910 -3.549725 -0.025608
H 0.022952 -3.024165 -1.703108
H 1.946064 -2.188753 -0.593459
H 1.025337 -1.605054 0.794976
H 0.380585 -0.500756 -1.792585
H 1.915505 1.157042 -1.760211
H 2.844341 -0.354467 -1.602286
H 2.568438 0.104939 1.011667
H 1.281301 2.026530 0.751701

Atomic forces in eV per Å
O 0.125 -0.253 -0.085
C -0.763 0.124 0.201
C 0.426 0.396 -0.084
N -0.393 -0.129 0.235
C 0.002 -0.078 -0.424
C 0.249 -0.146 0.217
C -0.065 0.163 0.032
C 0.009 -0.252 0.078
N -0.300 -0.170 -0.252
C 0.443 0.165 0.150
C 0.213 -0.140 -0.308
O -0.130 0.200 0.061
C 0.053 -0.212 0.163
F -0.151 0.267 -0.252
F -0.120 -0.300 -0.017
F -0.084 0.173 0.254
C 0.166 0.101 -0.029
F -0.260 -0.007 0.195
F 0.196 0.202 0.107
F 0.146 -0.166 -0.138
H 0.163 0.135 -0.018
H -0.092 -0.100 -0.142
H 0.037 -0.053 0.039
H -0.071 0.062 -0.053
H 0.057 0.063 0.043
H -0.019 -0.016 0.068
H 0.108 0.069 0.018
H -0.056 0.024 -0.094
H -0.068 -0.012 -0.002
H 0.072 -0.086 -0.048
H 0.060 -0.092 0.006
H -0.055 0.073 0.082
H 0.058 -0.061 -0.019
H 0.000 0.043 0.073
H 0.069 -0.053 0.057
H -0.168 0.040 0.020
H 0.080 0.045 -0.117
H 0.067 -0.021 -0.018

Entry 2:
ORCA calculation (ωB97M-V/def2-TZVPD) on C10H18F9GaN2S2 as an isolated structure at a distorted geometry.

Orbital gap   6.63 eV
Maximum force   4.4 eV/Å
E_tot   -4121.1064 hartree

Element x y z (Å)
F 3.892563 -4.582089 0.279205
C 3.681581 -3.181320 0.506933
F 3.233347 -2.666228 -0.700895
C 2.431994 -3.142910 1.522853
C 1.822668 -1.682751 1.733102
Ga 0.272866 -1.219718 0.400771
S 0.002500 -2.769390 -1.282914
C 5.005725 -2.614586 1.141450
F 5.957166 -3.658484 1.182820
F 4.747517 -2.338813 2.501284
S 5.827257 -1.120826 0.386182
F 5.847030 -1.739378 -1.135308
F 4.435084 -0.273745 0.178682
F 5.953928 -0.412174 1.906089
F 7.331049 -1.811631 0.687023
F 6.646270 0.188112 -0.209659
H 1.623324 -3.754590 0.987940
H 2.644567 -3.702998 2.485878
H 2.590590 -0.851972 1.803380
H 1.300834 -1.705461 2.756222
H 0.443305 0.300637 -0.118283
H -1.125336 -1.230607 1.239753
H 0.953741 -3.767994 -1.215223
C -3.831411 5.358535 -1.566970
C -3.153297 4.277853 -0.746936
N -3.848353 2.982862 -0.784027
C -5.205946 2.760114 -0.910974
C -5.390117 1.413803 -0.872893
N -4.148302 0.846606 -0.697191
C -3.228203 1.807797 -0.641019
C -3.853182 -0.577358 -0.575703
H -4.814878 5.606550 -1.161378
H -3.232229 6.269780 -1.558958
H -3.962708 5.039284 -2.603176
H -3.077074 4.582661 0.299707
H -2.140765 4.120124 -1.124610
H -5.883072 3.587105 -1.019385
H -6.259237 0.782975 -0.940422
H -2.164861 1.661050 -0.498838
H -3.399347 -0.757930 0.399471
H -3.159306 -0.860587 -1.367462
H -4.767286 -1.162309 -0.666519

Atomic forces in eV per Å
F 0.196 2.263 -0.014
C -3.367 -2.174 0.521
F 1.651 -0.280 1.536
C -0.357 0.321 -0.699
C -0.153 -0.365 0.898
Ga 0.686 0.141 1.042
S 0.166 -0.754 -0.453
C 0.516 -2.593 2.400
F -1.890 2.158 -0.358
F 0.427 -0.425 -2.838
S 3.100 3.072 0.490
F -0.591 0.569 2.189
F 1.614 -1.738 -0.113
F -0.113 -0.713 -2.228
F -2.005 1.101 -0.730
F -1.167 -1.627 0.628
H 1.356 0.661 0.565
H 0.218 0.801 -1.216
H -0.716 -1.123 -0.127
H 0.768 0.069 -1.345
H -0.086 -0.001 -0.322
H -0.112 -0.039 -0.114
H -0.571 0.973 0.206
C -0.372 -0.174 -0.099
C 0.303 0.386 0.177
N 0.084 -0.268 -0.014
C 0.285 0.047 -0.065
C 0.350 0.035 0.148
N 0.066 0.296 -0.013
C -0.473 0.035 -0.116
C 0.257 -0.406 0.082
H 0.078 0.058 -0.026
H 0.011 -0.141 0.056
H 0.057 0.050 0.042
H 0.016 -0.028 -0.085
H -0.115 -0.157 0.106
H -0.128 -0.148 -0.046
H -0.077 0.199 -0.017
H -0.026 -0.093 -0.021
H 0.113 -0.112 -0.152
H -0.007 -0.096 0.162
H 0.009 0.220 -0.039

Entry 3:
ORCA calculation (ωB97M-V/def2-TZVPD) on an isolated ion of composition C10H18IN2 and charge +1 at a distorted geometry.

Orbital gap   6.93 eV
ΔE to the lowest compared entry with this formula, charge and spin   89.73 kcal/mol
Total charge   +1
Maximum force   5.2 eV/Å
E_tot   -798.6397 hartree

Element x y z (Å)
C 2.248434 0.508857 -2.838130
C 1.095666 0.102092 -2.328976
C -1.925198 -0.642315 2.012659
C 0.804250 -0.679307 0.623549
C -0.246867 0.152041 -0.064522
C -1.847284 0.760791 1.610021
C -0.557408 -1.046037 2.734706
C 2.978264 -0.157185 -3.988260
C -2.889249 1.730007 2.104311
C 0.460904 0.905795 -1.182104
N -0.875946 1.145856 0.819088
N 0.225390 -1.689752 1.532355
I -0.898902 -2.985782 3.852369
H 2.910696 1.302916 -2.292459
H 0.669177 -0.804757 -2.760028
H -2.770091 -0.716602 2.745796
H -2.115421 -1.284520 1.163078
H 1.458648 -1.295758 -0.044471
H 1.460160 -0.036389 1.211905
H -0.979238 -0.627809 -0.535356
H 3.744282 0.430737 -4.346184
H 2.277487 -0.442129 -4.774842
H 3.538416 -1.165044 -3.727955
H -2.399895 2.790870 2.239720
H -3.079038 1.480310 3.164788
H -3.835462 1.587631 1.689812
H -0.359591 1.628092 -1.585829
H 1.178902 1.476188 -0.663796
H -0.694060 2.089352 0.447619
H -0.430728 -2.310365 1.041710
H 0.853703 -2.207782 2.139424

Atomic forces in eV per Å
C 2.562 0.405 0.905
C 0.010 0.710 0.815
C -0.356 -0.517 2.102
C 1.389 -1.215 0.544
C 0.449 -2.503 -1.440
C -0.284 1.619 -0.555
C -0.864 -0.410 -0.572
C -0.885 -3.161 1.254
C 3.894 1.637 2.982
C -2.587 0.086 -1.583
N -0.872 -0.940 -0.839
N -1.121 0.911 1.387
I -0.267 0.881 -0.284
H -1.678 -1.110 -1.064
H -0.556 0.383 0.179
H 0.767 -0.194 -0.798
H -0.448 -0.266 -0.413
H -0.702 0.999 -0.095
H -0.035 -0.088 0.112
H 0.598 1.782 0.913
H 1.416 1.527 -1.023
H 0.139 0.196 -0.095
H -1.253 1.870 0.022
H -1.524 -1.709 -1.074
H 0.185 -0.177 -0.276
H -1.356 0.224 -1.422
H 1.454 -0.969 0.314
H 1.261 1.050 0.153
H -0.812 -0.226 0.810
H 0.670 -0.344 -0.048
H 0.806 -0.449 -0.911